(1)
{
  "formula": "C2H3N2O2",
  "method": "ωB97M-V/def2-TZVPD",
  "homo_energy_ev": -17.060,
  "smiles": "O=C1C[N+](=O)N1",
  "e_lumo_ev": -6.869,
  "de_lowest_kcal_mol": 89.01,
  "total_energy_ev": -9186.464,
  "charge": 1,
  "homo_lumo_gap_ev": 10.192,
  "species": ["C", "C", "N", "N", "O", "O", "H", "H", "H"],
  "xyz": [[-0.4831, -0.9359, 0.2818], [-0.0845, 0.4354, 0.8278], [0.1103, -0.4949, -0.9854], [0.4493, 0.6768, -0.5136], [-0.9976, -1.9297, 0.5852], [0.9902, 1.5801, -1.0166], [-0.9019, 1.1050, 1.1177], [0.6682, 0.4469, 1.6241], [0.2492, -0.8836, -1.9212]]
}

---

(2)
{
  "formula": "C24H31N4O4",
  "method": "ωB97M-V/def2-TZVPD",
  "homo_energy_ev": -11.390,
  "e_lumo_ev": -4.460,
  "de_lowest_kcal_mol": 0.00,
  "total_energy_ev": -39533.875,
  "charge": 1,
  "homo_lumo_gap_ev": 6.930,
  "species": ["C", "C", "O", "O", "C", "C", "C", "C", "C", "C", "C", "N", "N", "C", "C", "C", "O", "C", "C", "O", "H", "H", "H", "H", "H", "H", "H", "H", "H", "H", "H", "H", "H", "H", "H", "H", "H", "H", "H", "H", "H", "N", "C", "C", "C", "C", "C", "H", "H", "H", "H", "H", "N", "C", "C", "C", "C", "C", "H", "H", "H", "H", "H"],
  "xyz": [[4.0725, -0.0790, 0.6944], [4.0299, -0.4317, -0.7748], [4.9832, -0.8559, -1.3734], [2.7910, -0.2786, -1.3769], [2.8097, 0.6701, -2.4621], [1.4898, 0.4845, -3.2009], [0.3630, 1.4213, -2.7504], [0.2057, 1.6061, -1.2100], [-1.0576, 1.0793, -0.5988], [-1.8512, 1.9043, 0.1761], [-2.9649, 1.3144, 0.7143], [-3.3463, 0.0813, 0.5385], [-2.6318, -0.7655, -0.1880], [-1.5421, -0.2729, -0.7002], [-0.6933, -1.2670, -1.4758], [-0.9660, -2.7209, -1.0716], [-0.4170, -3.6443, -2.0123], [0.9632, -3.5515, -2.1004], [1.4841, -3.3915, -3.5137], [1.6640, -3.6368, -1.1256], [5.0742, -0.2716, 1.0616], [3.3642, -0.7418, 1.1951], [3.7606, 0.9592, 0.8305], [3.6704, 0.4230, -3.0850], [2.9010, 1.7020, -2.0989], [1.2372, -0.5704, -3.1664], [1.6842, 0.7094, -4.2554], [-0.5683, 1.0115, -3.1543], [0.4963, 2.3983, -3.2124], [1.0413, 1.2169, -0.6158], [0.1878, 2.6843, -1.0329], [-1.5941, 2.9375, 0.3517], [-3.5912, 1.9350, 1.3564], [-4.1863, -0.2727, 0.9791], [0.3566, -1.0337, -1.2861], [-0.8858, -1.1548, -2.5473], [-2.0202, -2.9681, -0.9991], [-0.5131, -2.8973, -0.0900], [1.4890, -4.3782, -3.9779], [2.5036, -3.0183, -3.4246], [0.8834, -2.6791, -4.0763], [-4.9832, 3.9948, 1.4357], [-5.7009, 3.3582, 0.5135], [-6.8464, 3.8674, -0.0710], [-7.2766, 5.1218, 0.3313], [-6.5460, 5.8047, 1.2912], [-5.4104, 5.2012, 1.8092], [-5.3277, 2.3775, 0.2373], [-7.3855, 3.3007, -0.8174], [-8.1680, 5.5609, -0.0971], [-6.8492, 6.7846, 1.6315], [-4.8075, 5.6994, 2.5593], [3.6261, -2.2308, 2.9720], [3.8526, -1.7194, 4.1824], [4.2285, -2.4757, 5.2805], [4.3751, -3.8433, 5.1154], [4.1433, -4.3953, 3.8664], [3.7743, -3.5489, 2.8328], [3.7238, -0.6449, 4.2661], [4.4017, -2.0057, 6.2387], [4.6666, -4.4700, 5.9484], [4.2467, -5.4578, 3.6960], [3.5862, -3.9364, 1.8371]]
}

---

(3)
{
  "formula": "C8H13BrMgNO4",
  "method": "ωB97M-V/def2-TZVPD",
  "homo_energy_ev": -11.133,
  "e_lumo_ev": -8.914,
  "total_energy_ev": -93655.515,
  "charge": 1,
  "homo_lumo_gap_ev": 2.219,
  "species": ["C", "C", "C", "Br", "C", "N", "C", "O", "C", "C", "O", "C", "O", "O", "H", "H", "H", "H", "H", "H", "H", "H", "H", "H", "H", "H", "H", "Mg"],
  "xyz": [[0.9270, 2.9004, -0.0780], [1.8160, 1.8125, 0.7635], [0.9607, 0.5619, 1.4038], [-0.8090, 1.1516, 2.2306], [0.8057, -0.7406, 0.4160], [2.2429, -1.1160, -0.0038], [-0.0065, -0.4628, -0.9802], [-1.4345, -0.1667, -0.8333], [-2.3031, -1.2972, -1.1659], [-3.6825, -1.4840, -0.2376], [-2.1613, -2.1737, -2.1600], [0.2563, -2.0007, 1.3066], [-1.0085, -2.2486, 1.6537], [1.2777, -2.9614, 1.8415], [-0.1948, 2.6134, -0.2437], [1.0790, 3.9918, 0.3726], [1.4118, 2.9570, -1.1669], [2.2796, 2.4005, 1.6933], [2.7443, 1.4750, 0.1071], [1.5987, 0.1833, 2.3397], [2.4478, -0.4934, -0.8382], [2.1894, -2.0836, -0.4407], [0.4862, 0.5159, -1.4562], [0.2598, -1.3349, -1.7131], [-3.4524, -1.7794, 0.8705], [-4.3338, -2.3560, -0.7235], [-4.2629, -0.4661, -0.3527], [0.8662, 2.6019, -2.6052]]
}

---

(4)
{
  "formula": "C3H9N2O",
  "method": "ωB97M-V/def2-TZVPD",
  "homo_energy_ev": -14.728,
  "e_lumo_ev": -3.377,
  "de_lowest_kcal_mol": 80.61,
  "total_energy_ev": -8275.578,
  "charge": 1,
  "homo_lumo_gap_ev": 11.351,
  "species": ["C", "C", "C", "N", "N", "O", "H", "H", "H", "H", "H", "H", "H", "H", "H"],
  "xyz": [[0.9390, 0.5510, -0.3298], [-0.0916, -0.4958, -0.3574], [2.4341, 0.2242, -0.2363], [-0.5480, -1.5525, 0.2943], [-2.0196, 0.7846, -0.1268], [0.1096, 0.0227, -1.5309], [0.6068, 1.5081, -0.0346], [2.5335, -0.9339, -0.2887], [2.6244, 0.6803, 0.7694], [2.8360, 0.6923, -1.1368], [-0.4640, -1.5849, 1.2547], [-1.0290, -2.2103, -0.3008], [-2.4177, 0.9490, 0.7512], [-2.3433, 0.0974, -0.8536], [-2.1084, 1.7828, -0.4962]]
}

---

(5)
{
  "formula": "C6H16N2O",
  "method": "ωB97M-V/def2-TZVPD",
  "homo_energy_ev": -8.776,
  "smiles": "CN1CCC[C@H]1CN.O",
  "e_lumo_ev": 0.891,
  "de_lowest_kcal_mol": 80.32,
  "total_energy_ev": -11506.572,
  "charge": 0,
  "homo_lumo_gap_ev": 9.667,
  "species": ["C", "N", "C", "C", "C", "C", "C", "N", "H", "H", "H", "H", "H", "H", "H", "H", "H", "H", "H", "H", "H", "H", "H", "H", "O"],
  "xyz": [[-2.4582, -0.0315, 0.9457], [-1.2250, -0.2948, 0.1371], [-0.9018, -1.7071, 0.1715], [0.1406, -2.0502, 1.3413], [0.6515, -0.7017, 1.7180], [-0.0395, 0.3952, 0.7898], [1.1013, 0.7730, -0.2580], [1.3806, 2.2825, -0.5448], [-2.8896, 0.8376, 0.3786], [-2.2876, 0.1589, 1.9773], [-3.2462, -0.8172, 0.8788], [-0.5491, -2.0584, -0.8364], [-1.6420, -2.4182, 0.5422], [0.7785, -2.8424, 0.9705], [-0.4253, -2.3663, 2.2676], [0.5748, -0.5510, 2.8142], [1.7788, -0.6741, 1.5388], [-0.2447, 1.3838, 1.2861], [0.9766, 0.3555, -1.2602], [2.1236, 0.4229, 0.0768], [0.5953, 2.6102, -1.1968], [1.4884, 2.9123, 0.1334], [0.4543, 1.4668, -3.6620], [0.9912, 0.1528, -3.0538], [1.1838, 0.9309, -3.5315]]
}

---

(6)
{
  "formula": "C20H12AsF5N3O7S2V",
  "method": "ωB97M-V/def2-TZVPD",
  "homo_energy_ev": [-2.651, -2.685],
  "e_lumo_ev": [4.638, 4.644],
  "spin_multiplicity": 3,
  "total_energy_ev": -161524.813,
  "charge": -2,
  "homo_lumo_gap_ev": [7.289, 7.329],
  "species": ["V", "N", "C", "S", "N", "N", "C", "C", "C", "C", "C", "C", "C", "O", "H", "H", "H", "H", "H", "H", "H", "O", "As", "O", "O", "C", "C", "C", "C", "C", "C", "S", "O", "O", "O", "H", "H", "H", "H", "H", "F", "C", "C", "C", "F", "C", "F", "C", "F", "C", "F"],
  "xyz": [[0.7807, 0.3624, 0.4591], [-2.9581, 1.9288, -2.4744], [-2.1878, 0.9668, -1.8132], [-0.5565, 1.4835, -1.4725], [-2.7903, -0.1395, -1.5416], [-2.0103, -0.9995, -0.8116], [-1.9047, -2.1729, -1.2848], [-0.9664, -3.1398, -0.7270], [-1.1241, -4.5013, -0.9700], [-0.2095, -5.4348, -0.5106], [0.9052, -4.9914, 0.1949], [1.1059, -3.6460, 0.4329], [0.1816, -2.6875, -0.0199], [0.3676, -1.4228, 0.2043], [-2.3972, 2.5929, -2.9817], [-3.7069, 1.5183, -3.0108], [-2.4641, -2.4629, -2.1823], [-1.9924, -4.8281, -1.5343], [-0.3574, -6.4906, -0.7027], [1.6319, -5.7085, 0.5614], [1.9722, -3.2894, 0.9754], [-1.6492, -0.9092, 2.5041], [-0.6723, 0.4677, 3.0647], [-0.8628, 0.5448, 4.6713], [0.8476, 0.1454, 2.3801], [-1.5998, 1.8725, 2.0570], [-2.9430, 1.6245, 1.7874], [-3.7109, 2.5602, 1.1083], [-3.1449, 3.7543, 0.6919], [-1.8046, 4.0068, 0.9439], [-1.0438, 3.0694, 1.6166], [0.7100, 3.3042, 1.7796], [1.0106, 2.9065, 3.1341], [1.0226, 4.6683, 1.4226], [1.2324, 2.3523, 0.7554], [-1.4481, -1.1220, 1.5774], [-3.3746, 0.6795, 2.0867], [-4.7465, 2.3389, 0.8810], [-3.7370, 4.4748, 0.1407], [-1.3215, 4.9093, 0.5940], [3.8029, 1.0909, 1.3662], [3.8273, 0.6305, 0.1047], [2.6588, 0.2105, -0.5114], [2.8274, -0.2930, -1.7883], [1.7711, -0.7716, -2.4769], [4.0487, -0.3498, -2.4390], [4.1580, -0.8407, -3.6915], [5.1814, 0.0981, -1.7888], [6.3827, 0.0458, -2.3986], [5.0728, 0.5878, -0.5011], [6.1853, 1.0055, 0.1370]]
}